Entry from the OMol25 dataset: a molecular structure, C37H21F2I2N6OSY at a distorted geometry (wB97M-V/def2-TZVPD).

Values from the calculation:
electronic energy = -3058.1646 hartree
strongest force on any atom = 1.33 eV Å⁻¹
frontier orbital gap = 6.148 eV
spin multiplicity = 1
charge = 0

Positions of all 71 atoms, in Å:
F 3.0151 2.0541 4.3768
F 4.6922 -1.8075 2.4077
N 2.9646 -2.4082 -5.7536
C -0.9498 2.1674 -0.6868
C 2.4095 -1.1161 -3.7219
C 3.4208 -2.9624 0.2432
Y -0.1742 -0.0015 0.1891
H -3.4707 -2.8781 -3.2028
C -2.0977 -1.6114 -2.1487
C 3.7223 -0.8543 2.4303
C -2.3652 -1.8539 2.1442
C 3.8391 0.3411 -2.4891
C 2.6304 -0.9156 1.5661
C 2.8923 1.0867 3.4475
H 1.0670 1.8698 2.7302
C 3.0945 -4.0505 -0.5445
C -0.2270 -2.3277 -3.9856
H 4.4347 -0.6916 -4.2816
H -0.1787 -3.3766 -0.8671
H 0.7688 -2.2857 2.9717
C -3.0451 -2.7613 2.9838
H 3.8674 -4.7500 -0.8412
N -0.8716 -1.1115 -2.0321
N 0.7292 -3.4544 -5.9641
C -5.1353 -2.0114 2.0295
I -5.4939 0.1082 -0.1252
N 1.1687 -2.2134 0.1653
C -1.5105 -2.8658 -4.0852
C -2.2436 -3.5325 3.8575
C 1.6334 0.0890 1.6408
C 2.4262 -2.0587 0.6321
C 0.0581 -1.4549 -2.9413
C -2.4586 -2.4991 -3.1614
H 4.4405 -2.8159 0.5569
H 0.1474 2.3434 -2.6105
H 4.7409 0.1390 4.0345
I -5.5650 -4.1463 4.0814
C 1.4062 -0.8626 -2.7911
N -1.0098 -1.7149 2.1535
H 2.8940 1.1707 -0.7291
C -4.4405 -1.1034 1.2032
H -6.2145 -2.0602 1.9708
H 4.7801 0.8493 -2.3269
H -1.9318 1.8419 -1.0049
C -0.8880 -3.3721 3.8621
H 1.4718 -5.1083 -1.5153
C -0.3057 -2.4409 2.9842
C 2.7884 0.5266 -1.5941
C 1.0581 3.2455 -0.7998
C -3.0581 -0.9976 1.2222
C 0.8342 -2.6324 -4.9359
H -0.2583 -3.9451 4.5310
H -1.3075 2.6614 1.4665
C 1.7779 -4.2505 -0.9312
C 3.6504 -0.4987 -3.5593
H -2.8159 -1.2779 -1.4096
H 1.1156 3.7959 1.3535
S 2.1520 -3.4101 -6.7215
N 1.6116 -0.0649 -1.7365
C -4.4608 -2.8217 2.8974
C 1.7954 1.0782 2.6110
C -0.6463 2.6800 0.6106
C 0.8589 -3.2912 -0.5594
H -1.7318 -3.5530 -4.8932
H -2.7161 -4.2428 4.5232
O -2.3724 -0.1840 0.4769
C 0.1009 2.5505 -1.5483
C 3.8841 0.1320 3.3762
C 2.1155 -2.0323 -4.8144
H 1.9915 3.6502 -1.1711
C 0.5950 3.3204 0.5323

Mulliken atomic charge list, values in e, 6 entries: F -0.36; F -0.37; N -0.69; C -0.52; C 0.63; C -1.13